No. 1
DFT (ωB97M-V with the def2-TZVPD basis set) results for C42H35Br2GeN2O7Ta as an isolated structure at a distorted geometry.

```
90
Properties=species:S:1:pos:R:3:forces:R:3
Ta 0.62628 0.99503 0.49482 -1.68 -2.00 -2.78
O -0.59168 2.67975 3.57415 -0.16 0.18 -0.08
C -0.62797 1.61887 3.03114 -0.15 -0.13 0.49
O -0.71615 1.46038 1.69563 -1.38 1.21 1.55
C -0.58764 0.29038 3.75001 0.13 -0.20 -0.41
C -1.39843 -0.75704 2.96913 0.04 -0.05 0.12
C -1.46446 -2.07476 3.74966 0.08 -0.01 -0.10
C -0.04736 -2.66963 3.50981 -0.12 0.04 -0.03
C 0.61439 -1.53998 2.72452 -0.03 -0.07 0.25
O -0.49222 -1.09715 1.87943 0.33 0.20 0.13
C 0.84310 -0.35053 3.69539 -0.08 0.17 -0.15
C 2.00954 0.57089 3.28900 -0.01 0.13 0.02
O 3.04789 0.47261 3.90546 0.01 0.10 -0.07
O 1.80609 1.40339 2.29560 -0.31 -0.26 -0.61
H -0.93697 0.45259 4.76532 0.00 -0.10 0.06
H -2.34376 -0.39408 2.57536 0.00 0.00 -0.12
H -2.24245 -2.71557 3.33866 0.00 -0.04 0.04
H -1.67906 -1.90379 4.80367 -0.03 0.01 -0.01
H -0.09342 -3.57658 2.90827 -0.02 -0.01 0.00
H 0.48385 -2.89191 4.43340 0.01 -0.01 -0.02
H 1.46626 -1.80097 2.10112 0.00 0.04 -0.05
H 1.12129 -0.73069 4.67295 0.00 -0.05 0.06
O 0.52895 -1.38545 -0.47540 0.01 0.58 0.65
C 0.65636 -1.91336 -1.79551 0.01 0.17 -0.28
C 2.07433 -2.10352 -2.27745 0.14 -0.01 0.13
C 2.25823 -2.90118 -3.40681 -0.06 -0.02 -0.03
C 3.53722 -3.08951 -3.89279 -0.02 0.00 -0.03
C 4.59726 -2.47625 -3.24004 0.03 0.02 0.02
C 4.31425 -1.70113 -2.12976 -0.08 -0.01 0.00
N 3.08233 -1.51452 -1.65230 0.05 -0.14 -0.10
H -0.28776 -1.73067 -0.09156 0.00 -0.08 0.02
H 0.13374 -1.25792 -2.49218 0.01 0.07 -0.02
H 0.16612 -2.88701 -1.82727 -0.11 0.01 0.04
H 1.40299 -3.36346 -3.88776 0.04 -0.01 0.01
H 3.70594 -3.71152 -4.76272 0.01 0.02 0.00
H 5.61794 -2.59591 -3.57786 -0.02 0.00 -0.01
H 5.11366 -1.20132 -1.58799 -0.03 -0.02 -0.02
Br 3.11360 3.21453 -1.08551 0.41 0.14 -0.06
C 4.22942 1.90002 -0.30255 -0.38 -0.06 -0.09
C 5.60648 2.10887 -0.12704 -0.07 0.06 -0.05
C 6.33044 1.17710 0.55004 0.15 0.01 0.01
Br 8.19764 1.45308 0.73359 -0.01 0.02 0.02
C 5.72452 0.02748 1.11551 -0.16 -0.03 0.01
C 6.39570 -0.91660 1.92413 0.06 -0.01 -0.01
C 5.70198 -1.96346 2.44802 0.03 -0.08 0.05
C 4.32991 -2.08780 2.15283 -0.08 0.09 -0.06
N 3.67025 -1.24918 1.40031 0.02 0.01 0.14
C 4.34198 -0.18527 0.89485 -0.05 -0.10 -0.09
C 3.60244 0.76207 0.13224 0.19 0.14 0.04
O 2.29989 0.60373 -0.10164 2.82 0.18 -0.36
H 6.07230 2.99653 -0.52917 0.00 0.01 0.03
H 7.44888 -0.79055 2.13444 -0.01 0.03 -0.02
H 6.18435 -2.68648 3.09199 -0.01 0.00 -0.03
H 3.75850 -2.91267 2.57198 0.04 0.00 -0.01
C -0.21254 1.70311 -1.22183 0.50 0.31 2.59
Ge -2.15579 1.40888 -1.18317 -0.45 0.00 -0.34
C -3.19998 2.52960 -2.42637 0.17 0.07 -0.08
C -3.05356 3.91704 -2.38539 0.10 -0.07 -0.06
C -3.86557 4.74571 -3.14786 0.01 -0.01 0.01
C -4.83893 4.19576 -3.97076 -0.03 -0.03 0.00
C -5.00829 2.81883 -4.01204 0.04 -0.02 0.05
C -4.20008 1.99357 -3.23824 0.06 0.06 0.06
C -3.25642 1.68123 0.43133 0.07 -0.13 0.00
C -4.24624 0.77694 0.81286 0.00 0.11 -0.01
C -5.05901 1.03058 1.91564 0.05 -0.01 -0.03
C -4.89331 2.19932 2.64322 -0.03 -0.01 -0.01
C -3.93367 3.12596 2.25050 0.01 0.01 -0.01
C -3.13099 2.87135 1.14948 0.02 -0.09 0.07
C -2.37748 -0.44137 -1.86709 -0.15 0.06 0.03
C -2.69801 -1.56227 -1.09833 0.09 0.02 0.00
C -2.86756 -2.81509 -1.68193 0.03 -0.01 0.01
C -2.71233 -2.97115 -3.05219 0.01 0.03 -0.01
C -2.36112 -1.87468 -3.83101 0.01 -0.01 0.02
C -2.19268 -0.62890 -3.24088 -0.05 -0.03 0.06
H 0.06642 2.54121 -1.85851 0.06 -0.42 -0.48
H -2.29091 4.35758 -1.74909 -0.03 0.02 -0.04
H -3.74277 5.82087 -3.09706 0.02 -0.02 -0.01
H -5.46863 4.83870 -4.57375 0.01 -0.01 0.02
H -5.77352 2.38265 -4.64305 0.01 0.02 0.01
H -4.35535 0.92077 -3.26260 -0.02 0.03 -0.05
H -4.40502 -0.12536 0.23531 -0.05 0.01 0.05
H -5.81951 0.31352 2.20208 0.00 0.02 -0.01
H -5.51791 2.39522 3.50664 0.02 0.00 -0.02
H -3.80148 4.04142 2.81426 0.00 -0.02 -0.03
H -2.36841 3.59147 0.87137 -0.01 -0.01 0.04
H -2.81801 -1.46538 -0.02287 -0.02 -0.02 -0.04
H -3.13847 -3.66675 -1.06817 0.02 0.02 0.00
H -2.87082 -3.93930 -3.51182 0.03 0.02 0.01
H -2.22475 -1.99102 -4.89982 -0.01 0.01 0.02
H -1.91428 0.22011 -3.85801 -0.04 -0.04 -0.03
```
Forces are in eV/Å.

Output
Gap between HOMO and LUMO in eV: 7.4
Energy above the lowest of the compared OMol25 structures with the same formula, charge and spin in eV: 3.673
Electronic energy in Eh: -9539.6756
HOMO energy in Ha: -0.28692

Atom charges from the Löwdin analysis, given in e for atoms 1 to 4:
1 Ta 1.7873
2 O 0.1613
3 C -0.5236
4 O -0.2644



No. 2
DFT (ωB97M-V with the def2-TZVPD basis set) results for a 5-piece molecular cluster, C42H35BrClF5O22S overall at a distorted geometry.

```
107
Properties=species:S:1:pos:R:3:forces:R:3
C 7.43519 -2.03966 0.28373 -0.89 -0.81 0.09
C 5.95716 -2.12855 -0.42191 -1.16 0.24 0.91
C 5.49549 -0.71437 -1.17916 -0.65 -1.59 0.45
Cl 5.93836 0.64517 0.05815 -0.35 -0.90 -1.30
C 3.85747 -0.59639 -1.37312 -2.25 2.82 -1.72
C 3.22693 0.62146 -2.02466 1.22 -2.90 1.91
C 4.06376 1.89258 -2.63327 -1.05 0.17 -1.01
C 3.34261 3.35665 -2.28788 0.70 0.23 -0.49
C 3.42085 3.76811 -0.70282 -0.11 0.54 0.62
C 2.14520 4.73536 -0.29093 -4.29 3.05 -4.22
O 1.43934 5.38106 -1.24985 4.95 -4.21 6.17
O 1.69701 4.96583 1.10173 0.83 -1.97 -2.76
C 1.55753 0.66673 -2.12470 -2.08 1.51 -3.90
O 0.91895 1.12806 -3.20279 4.01 -2.90 7.06
C 0.78960 0.04668 -0.77396 2.72 -3.69 0.11
S -0.77469 0.89247 -0.09941 4.13 7.24 3.74
O -0.89806 2.32439 -0.73803 -0.30 -6.10 1.07
O -0.46256 1.14959 1.42591 -1.69 -2.39 -4.99
C -2.27622 -0.19317 -0.37924 -2.44 -3.42 -0.12
F -2.75710 -0.89886 0.86318 1.99 2.38 -4.05
F -1.91766 -1.23884 -1.38953 -1.24 3.48 3.30
C -3.57255 0.69808 -0.89998 -1.98 -0.22 -0.47
F -3.27417 1.28531 -2.22752 -1.38 -2.05 5.16
F -4.70399 -0.29420 -1.02970 3.89 3.81 0.27
F -3.96217 1.70220 0.13767 1.53 -3.57 -4.16
C 1.41601 -1.17302 -0.12196 -2.19 2.89 -1.44
C 0.76476 -1.83305 1.24898 1.10 0.14 0.57
C 0.92521 -3.46068 1.35684 1.00 0.53 -0.64
C 2.39315 -3.94868 1.94628 0.78 -0.58 -1.21
Br -0.44957 -4.10712 2.67482 0.60 0.17 -1.08
C 2.77955 -1.77658 -0.88006 1.23 -4.07 -1.11
O 2.96293 -3.09094 -1.10788 -1.36 8.44 1.70
H 7.28512 -1.54590 1.34941 0.64 -0.82 -2.47
H 8.17169 -1.45521 -0.41303 -1.23 -1.19 1.60
H 7.78064 -3.16595 0.47578 -0.53 2.59 -0.57
H 5.17344 -2.25588 0.46943 1.64 0.19 -1.94
H 5.79980 -3.07907 -1.10602 0.46 2.21 1.14
H 6.09745 -0.58675 -2.17639 -1.32 0.14 2.02
H 5.20545 1.90869 -2.37739 -2.38 -0.34 -0.10
H 3.99842 1.79413 -3.82060 0.05 0.15 2.52
H 3.98375 4.16741 -2.87561 -1.50 -1.79 1.16
H 2.25290 3.39343 -2.74080 2.27 -0.13 1.23
H 3.51990 2.84141 0.03312 -0.44 1.94 -1.55
H 4.39189 4.42845 -0.52589 -2.07 -1.38 -0.28
H 1.13363 4.17937 1.36378 0.89 1.09 -0.49
H 1.40451 -1.37713 2.14828 -1.37 -0.81 -1.95
H -0.34308 -1.50963 1.45570 2.21 -0.58 -0.80
H 0.69572 -3.91075 0.29197 0.42 0.64 2.45
H 3.16443 -3.05682 2.07768 -1.84 -1.71 -0.15
H 2.32768 -4.58260 2.92801 -0.10 1.52 -1.87
H 2.88808 -4.66303 1.12878 -1.10 1.58 1.76
O -4.42555 0.70441 -5.31951 0.10 0.63 -0.58
C -4.08183 1.80302 -5.74133 0.12 -0.47 0.96
C -3.38445 2.78534 -4.89676 -0.18 -0.38 -0.06
C -3.03881 3.97925 -5.38230 0.90 0.92 1.47
O -2.38079 4.90617 -4.59488 -0.89 -0.75 -1.70
C -3.34703 4.36125 -6.78772 -0.02 0.56 -0.88
O -3.03314 5.47285 -7.20000 -0.06 -0.70 0.51
C -4.02272 3.37037 -7.63947 0.15 0.34 0.05
C -4.36536 2.17508 -7.15512 -0.81 -0.86 -1.47
O -4.99835 1.23758 -7.95044 0.80 0.71 1.63
H -3.16862 2.49537 -3.87643 0.00 0.16 -0.25
H -2.24272 5.68818 -5.17272 -0.06 -0.32 0.26
H -4.22474 3.65478 -8.66447 0.01 -0.01 0.07
H -5.14176 0.45796 -7.37087 0.06 0.32 -0.22
O 3.07407 4.45102 -6.24194 -0.54 0.36 -0.47
C 2.52894 5.35166 -6.87019 0.85 -0.09 0.55
C 3.11436 6.69679 -6.98206 0.00 -0.39 0.13
C 2.48672 7.65982 -7.65976 1.17 1.53 0.16
O 3.03256 8.92546 -7.77117 -1.34 -1.45 -0.28
C 1.17648 7.41176 -8.32149 -0.97 0.20 -0.61
O 0.61483 8.32194 -8.92171 0.69 -0.49 0.51
C 0.60255 6.06041 -8.23024 -0.02 0.33 -0.12
C 1.23172 5.09627 -7.55548 -1.11 -1.45 -0.18
O 0.69970 3.82295 -7.46755 1.29 1.40 0.32
H 4.06615 6.86389 -6.49430 -0.06 -0.01 -0.02
H 2.39012 9.44040 -8.30654 0.24 -0.21 0.22
H -0.34195 5.88920 -8.73116 0.02 0.03 0.06
H 1.33917 3.30979 -6.92716 -0.29 0.20 -0.18
O -2.39858 0.87066 5.04137 0.00 -0.99 0.23
C -2.66468 -0.20210 5.57183 -0.30 1.15 0.01
C -3.66066 -0.32010 6.64826 0.20 0.17 -0.24
C -3.91483 -1.50057 7.21619 -1.34 0.38 1.30
O -4.85158 -1.61909 8.22646 1.38 -0.65 -1.28
C -3.20188 -2.73484 6.78676 0.38 -0.87 -0.20
O -3.44372 -3.80221 7.34029 -0.10 1.08 -0.25
C -2.22354 -2.62150 5.69412 -0.23 -0.29 0.33
C -1.97172 -1.44170 5.12369 1.35 -0.38 -1.40
O -1.05539 -1.32781 4.09437 -1.36 0.79 1.42
H -4.16988 0.58548 6.95214 0.04 -0.05 -0.02
H -4.85178 -2.57006 8.47175 0.00 0.40 -0.06
H -1.72550 -3.53005 5.37977 -0.02 0.07 0.05
H -1.05087 -0.37590 3.85328 -0.02 -0.22 0.03
O -2.72373 -7.91257 11.61823 -0.15 0.26 -0.79
C -2.96757 -7.94185 10.41710 0.11 -0.59 0.78
C -3.19087 -9.20222 9.69172 0.08 0.18 0.30
C -3.43772 -9.20017 8.38034 -0.22 -1.85 -0.43
O -3.65121 -10.38086 7.69289 0.18 1.91 0.22
C -3.49278 -7.93006 7.60580 -0.10 0.72 -0.72
O -3.70344 -7.96138 6.39799 0.12 -0.32 0.84
C -3.29352 -6.66821 8.33512 -0.08 -0.24 -0.37
C -3.05009 -6.66983 9.64717 0.14 1.63 0.35
O -2.86435 -5.48761 10.33996 -0.12 -1.85 -0.15
H -3.14578 -10.11826 10.26668 0.00 0.05 -0.03
H -3.80672 -10.11524 6.76028 0.07 -0.09 0.38
H -3.35395 -5.75112 7.76275 0.04 -0.20 0.09
H -2.70288 -5.75364 11.27132 -0.06 0.09 -0.39
```
Forces are in eV/Å.

Output
Gap between HOMO and LUMO in eV: 7.1
Electronic energy in Eh: -7207.8233
HOMO energy in Ha: -0.35671

Atom charges from the Löwdin analysis, given in e for atoms 1 to 4:
1 C -0.1706
2 C -0.2801
3 C -0.5152
4 Cl 0.5425



No. 3
DFT (ωB97M-V with the def2-TZVPD basis set) results for C42H35IN5O2PW as an isolated structure.

```
87
Properties=species:S:1:pos:R:3:forces:R:3
W -0.09046 -0.20256 0.11451 -0.05 -0.42 0.30
C 1.49901 -1.88534 4.16289 0.02 0.00 0.02
C 2.00774 -2.59329 2.94510 -0.02 0.03 -0.05
N 2.82815 -3.62061 3.10311 -0.02 0.01 0.14
C 3.26555 -4.26290 2.03136 0.04 0.00 -0.11
C 2.92517 -3.95050 0.71568 0.00 0.01 -0.04
C 3.42560 -4.94267 -0.31367 0.02 0.00 -0.02
O 3.52042 -4.41213 -1.63413 -0.09 0.15 0.02
C 2.09628 -2.84105 0.52048 -0.11 -0.02 0.04
C 1.57605 -2.36996 -0.82837 0.15 0.03 0.06
N 0.15981 -2.03495 -0.72957 -0.02 0.13 -0.02
C -0.78926 -2.92989 -1.20203 -0.09 -0.01 0.05
C -0.54998 -3.87899 -2.20824 0.02 0.02 0.01
C -1.55610 -4.71112 -2.66334 -0.02 -0.01 0.00
C -2.84234 -4.63677 -2.14402 0.02 -0.02 -0.03
C -3.11386 -3.71661 -1.14709 -0.05 0.03 0.05
C -2.09289 -2.90088 -0.69592 0.05 -0.01 -0.01
I -2.48329 -1.56128 0.87046 0.06 0.11 -0.10
C 1.63380 -2.17546 1.66382 0.13 -0.20 -0.08
O 0.82091 -1.10700 1.57185 0.07 0.14 0.00
H 1.74211 -2.47499 5.04263 0.00 0.01 0.00
H 0.42015 -1.73296 4.11128 0.00 -0.01 0.01
H 1.96794 -0.90287 4.26351 -0.01 0.00 -0.01
H 3.93229 -5.09818 2.22360 0.00 0.01 -0.01
H 2.75515 -5.80822 -0.30935 -0.04 0.01 -0.01
H 4.40809 -5.29058 0.01275 -0.01 -0.03 0.03
H 3.82296 -5.11817 -2.21651 0.01 0.05 0.03
H 1.73619 -3.16493 -1.54312 0.07 -0.06 -0.08
H 0.42792 -3.95464 -2.66449 0.00 0.00 0.00
H -1.33447 -5.42375 -3.44662 0.00 0.00 0.01
H -3.62358 -5.29099 -2.50398 0.00 0.00 0.00
H -4.10446 -3.65011 -0.71686 0.00 0.00 -0.01
N 2.40487 2.09675 0.44527 0.14 -0.03 -0.01
C 2.73812 1.00243 -0.32003 -0.26 0.04 0.03
C 4.08851 0.96113 -0.76322 0.15 -0.05 -0.08
C 4.58813 -0.20378 -1.34164 0.07 0.10 0.01
C 3.74803 -1.24237 -1.59635 -0.11 -0.14 0.01
C 2.28662 -1.11308 -1.39614 -0.07 0.02 0.00
N 1.86122 0.06742 -0.60681 0.06 0.08 0.01
C 1.55228 2.18448 1.54029 -0.08 0.03 0.04
C 1.86077 3.12431 2.52726 0.00 0.01 0.01
C 1.10631 3.16097 3.67518 0.02 0.01 -0.02
C 0.05929 2.25344 3.82682 0.00 -0.02 0.01
C -0.20622 1.39362 2.79424 0.03 -0.01 0.02
N 0.50212 1.37473 1.64368 -0.02 -0.02 -0.06
H 3.13971 2.78725 0.47536 -0.01 0.01 0.00
H 4.73599 1.79774 -0.54076 0.00 -0.01 0.00
H 5.64397 -0.28270 -1.56233 0.00 0.01 0.01
H 4.09821 -2.17563 -2.01300 0.02 -0.06 0.00
H 1.84745 -0.97229 -2.39631 0.01 0.00 -0.01
H 2.70576 3.78700 2.39469 0.00 -0.01 0.00
H 1.34113 3.87008 4.45749 0.00 0.00 0.00
H -0.54207 2.22264 4.72366 0.00 0.00 0.00
H -1.02198 0.68583 2.85540 0.01 -0.02 0.00
C 0.35384 5.79924 -1.14872 0.00 0.01 0.00
C 0.85041 4.60122 -1.64741 0.01 -0.01 0.00
C 0.22326 3.40803 -1.33164 -0.03 0.04 -0.01
C -0.91036 3.40381 -0.51569 0.03 -0.03 -0.02
C -1.42082 4.60984 -0.04033 0.02 -0.05 0.02
C -0.78179 5.80194 -0.35321 -0.01 0.01 0.00
P -1.70100 1.79930 -0.22408 -0.13 -0.04 -0.12
C -3.17162 2.03718 0.79162 0.02 -0.03 0.00
C -4.39200 1.53990 0.33270 0.01 0.02 -0.04
C -5.53233 1.66665 1.11133 -0.01 0.00 0.00
C -5.46110 2.27654 2.35529 -0.01 0.00 0.00
C -4.24824 2.76559 2.82292 0.00 0.00 0.00
C -3.10660 2.64828 2.04661 0.01 0.02 -0.04
C -2.01512 1.07168 -1.81012 0.05 0.06 0.10
C -2.90804 1.32600 -2.84455 0.02 0.02 -0.03
C -2.70930 0.64948 -4.03260 -0.02 0.01 -0.01
C -1.64350 -0.24650 -4.16166 0.00 -0.01 -0.01
C -0.78639 -0.50182 -3.10825 0.06 -0.03 0.04
C -0.94956 0.15729 -1.87698 -0.09 0.09 -0.11
H 0.83953 6.73284 -1.39995 0.00 0.00 0.00
H 1.71504 4.60116 -2.29890 0.00 0.00 0.00
H 0.59163 2.47732 -1.74908 0.01 0.01 -0.01
H -2.32660 4.63431 0.54784 -0.02 -0.02 0.05
H -1.18725 6.73630 0.01109 0.00 0.00 0.00
H -4.45459 1.05629 -0.63413 -0.01 -0.01 0.03
H -6.47774 1.29093 0.74362 0.00 0.00 0.00
H -6.35257 2.37631 2.95995 0.00 0.00 0.00
H -4.19486 3.24732 3.79019 0.00 0.00 0.00
H -2.17009 3.04745 2.41391 -0.04 0.04 -0.02
H -3.71582 2.03883 -2.73496 0.02 0.01 -0.02
H -3.37276 0.81590 -4.87105 0.00 0.00 0.01
H -1.50291 -0.76182 -5.10334 0.01 0.00 0.01
H -0.00953 -1.24241 -3.24891 -0.01 0.00 0.00
```
Forces are in eV/Å.

Output
Gap between HOMO and LUMO (spin up / spin down) in eV: 5.9 / 5.8
Total charge: +2
Energy above the lowest of the compared OMol25 structures with the same formula, charge and spin in eV: 1.884
Electronic energy in Eh: -2751.4023
HOMO energy (spin up / spin down) in Ha: -0.46844 / -0.47359
Multiplicity: 3

Atom charges from the Löwdin analysis, given in e for atoms 1 to 4:
1 W 1.4239
2 C -0.0079
3 C -0.2502
4 N 0.1373